{"formula": "C9H3F4N2O2", "method": "ωB97M-V/def2-TZVPD", "homo_ev": -3.3, "charge": -1, "largest_force_ev_per_a": 4.0, "multiplicity": 1, "orbital_gap_ha": 0.141, "symbols": ["F", "C", "C", "F", "C", "O", "C", "F", "C", "F", "C", "O", "N", "C", "C", "N", "C", "H", "H", "H"], "coordinates": [[-2.39431, 0.07787, 1.29107], [-1.23315, -0.62481, 1.30484], [-1.21728, -1.97065, 1.39324], [-2.34389, -2.68645, 1.52796], [0.00001, -2.76553, 1.43313], [0.00000, -4.00220, 1.54043], [1.21728, -1.97065, 1.39325], [2.34389, -2.68645, 1.52795], [1.23315, -0.62481, 1.30485], [2.39430, 0.07787, 1.29107], [0.00001, 0.16749, 1.29543], [0.00000, 1.40553, 1.38297], [0.00000, 1.73081, -3.34069], [0.00000, 2.86533, -2.59609], [0.00000, 2.47642, -1.18906], [0.00000, 1.11288, -1.13731], [0.00000, 0.69190, -2.42802], [0.00000, 3.89129, -2.94505], [0.00000, 3.17977, -0.36077], [0.00000, -0.34561, -2.68920]], "atomic_forces_ev_per_a": [[1.4, -1.0, 0.1], [-1.7, -0.2, -0.2], [-1.4, 0.6, 0.2], [0.2, 0.4, -0.2], [0.0, -2.2, 0.3], [0.0, 2.4, -0.3], [1.4, 0.6, 0.2], [-0.2, 0.4, -0.2], [1.7, -0.2, -0.2], [-1.4, -1.0, 0.1], [0.0, 4.0, -0.4], [0.0, -3.1, 1.4], [0.0, -1.0, 0.3], [0.0, -1.7, 3.0], [0.0, 0.5, -2.8], [0.0, -0.6, -0.8], [0.0, 3.1, 0.0], [0.0, -0.2, -0.4], [0.0, -0.5, 0.1], [0.0, -0.3, -0.2]]}